# 1
DFT (ωB97M-V with the def2-TZVPD basis set) results for a cluster of 12 separate species, C71H172N12O16 in total in a non-equilibrium geometry.

Output
Structure (SMILES): CC1(C)CCCC(C)(C)N1O.CC1(C)CCCC(C)(C)N1O.CC1(C)CCCC(C)(C)N1O.COC[C@H](C)N.COC[C@H](C)N.COC[C@H](C)N.COC[C@H](C)N.COC[C@H](C)N.COCCNCCOC.COCCNCCOC.COCCNCCOC.COCCNCCOC
Charge: 0
HOMO, Eh: -0.290
E_tot, a.u.: -4668.670399

Each line ends with the Löwdin charge.
Cartesian coordinates (Å):
1 O -7.32 -0.50 -2.67  -0.2420
2 O -3.14 7.09 0.97  -0.1733
3 O -3.56 2.76 -8.62  -0.1929
4 O 6.75 1.61 0.28  -0.2407
5 O 3.59 2.72 4.62  -0.1831
6 O 3.48 -3.37 -2.37  -0.1847
7 O 5.10 2.67 -1.69  -0.0160
8 O -1.43 0.59 -4.22  -0.1656
9 O 1.39 0.52 1.35  -0.2079
10 O -2.41 1.71 -0.13  -0.2036
11 O 5.82 -1.53 3.64  -0.2049
12 O -3.52 1.75 7.98  -0.0197
13 O -5.83 -5.69 0.78  -0.0226
14 O 10.45 0.18 -4.49  -0.1605
15 O -6.29 3.53 -2.94  -0.2011
16 O 0.70 -5.08 3.00  -0.1716
17 N -5.17 3.90 -5.51  -0.0583
18 N -6.58 7.31 -0.50  0.0382
19 N 5.37 2.32 -3.02  -0.0833
20 N -0.98 -0.66 0.12  -0.0196
21 N -2.59 1.52 6.88  -0.0711
22 N -4.61 -6.40 0.84  -0.1158
23 N 8.29 0.07 -1.59  -0.0485
24 N 4.88 -0.25 6.32  -0.0498
25 N -8.62 0.16 0.72  0.0271
26 N -4.98 1.03 -3.61  0.0844
27 N 6.49 -4.79 -0.64  0.0499
28 N 1.99 -7.79 5.09  0.0292
29 C -3.24 2.83 -0.41  -0.0934
30 C 2.97 2.67 3.35  -0.0982
31 C -5.14 7.62 -0.34  -0.4224
32 C 4.29 0.44 5.09  -0.1541
33 C -4.70 -7.21 -1.50  -0.0369
34 C -2.43 -0.78 0.08  -0.1845
35 C 0.97 -0.82 1.68  -0.1860
36 C -5.71 -8.67 0.29  -0.0378
37 C -4.20 -0.11 5.88  -0.0280
38 C -4.52 6.90 0.89  -0.2159
39 C 4.34 -4.38 -1.79  -0.1560
40 C -0.54 -0.98 1.54  -0.1752
41 C -3.46 -5.48 0.89  -0.4765
42 C -3.58 3.43 -7.35  -0.1983
43 C -4.08 2.21 5.06  -0.0413
44 C 6.47 -3.26 -2.60  -0.0559
45 C 5.59 1.96 -5.82  -0.1738
46 C 5.85 1.49 1.39  -0.0744
47 C -6.37 3.92 -1.56  -0.1010
48 C -1.77 3.99 6.75  0.0004
49 C -3.32 -4.51 -0.31  -0.0211
50 C 4.68 4.54 -4.18  -0.0028
51 C 5.60 -2.14 4.92  -0.2215
52 C 6.94 4.22 -3.07  -0.0312
53 C -6.60 4.20 -5.25  -0.1736
54 C 6.49 2.95 -5.04  -0.1486
55 C -3.12 -8.30 0.24  -0.1319
56 C -2.21 0.65 4.68  -0.1151
57 C 8.74 0.12 -2.91  -0.2369
58 C -2.34 2.70 -9.26  -0.1392
59 C -0.41 1.97 5.88  -0.1889
60 C 5.20 0.79 -4.93  -0.1457
61 C -4.97 9.11 -0.29  -0.0811
62 C -3.92 -1.04 -3.51  -0.0501
63 C 10.26 0.14 -3.13  -0.2481
64 C -3.61 -4.69 2.18  -0.0430
65 C 3.32 -6.06 4.37  -0.0610
66 C 4.51 -0.02 -2.83  -0.0485
67 C -3.14 0.59 0.45  -0.1630
68 C -1.45 2.45 6.95  -0.4501
69 C -0.65 2.23 8.28  -0.0432
70 C -1.88 -7.46 0.14  -0.1886
71 C -7.76 -0.87 -3.95  -0.0965
72 C 8.05 1.20 0.64  -0.1744
73 C -4.58 -7.64 -0.01  -0.4206
74 C -3.27 1.12 5.65  -0.5403
75 C -6.76 4.56 -3.75  -0.2382
76 C 2.43 0.57 0.40  -0.1135
77 C -2.08 -6.25 1.01  -0.1344
78 C -6.71 -1.13 0.27  -0.0637
79 C -8.26 -0.28 -1.62  -0.1825
80 C 1.87 -6.43 4.68  -0.4616
81 C 8.83 1.11 -0.69  -0.1730
82 C 5.75 -2.45 2.59  -0.1174
83 C -0.90 1.55 4.58  -0.1742
84 C 11.76 -0.19 -4.80  -0.1232
85 C 5.92 -1.19 6.06  -0.2509
86 C 2.81 -2.70 -1.36  -0.1608
87 C -2.58 6.49 2.13  -0.0968
88 C 4.47 1.25 -3.64  -0.4502
89 C 5.80 3.48 -3.80  -0.5047
90 C 3.41 1.61 5.51  -0.1942
91 C 0.82 -6.34 3.55  -0.2252
92 C -5.00 3.62 -6.92  -0.2283
93 C -0.09 -4.27 3.89  -0.0953
94 C -3.71 0.45 -3.44  -0.4666
95 C -7.58 -0.01 -0.27  -0.4202
96 C 5.73 -3.75 -1.37  -0.4263
97 C -2.77 0.94 -4.51  -0.1963
98 C -0.82 1.40 -3.20  -0.0759
99 C 3.02 1.68 -3.85  -0.0226
100 H 0.40 -4.08 4.84  0.0797
101 H 3.69 -0.27 4.53  0.1110
102 H -3.77 -5.45 2.95  0.0880
103 H -2.90 -9.20 -0.33  0.1169
104 H -3.14 -8.63 1.28  0.1121
105 H 5.07 5.23 -4.94  0.0812
106 H -1.09 -0.39 2.27  0.0918
107 H 5.79 0.50 1.83  0.0750
108 H 10.59 1.03 -2.59  0.1129
109 H -1.76 -6.34 2.05  0.0921
110 H 5.49 -0.30 -2.45  0.0738
111 H -5.48 -6.45 -1.56  0.0822
112 H 8.71 2.02 -1.27  0.1066
113 H 2.34 -1.82 -1.81  0.0816
114 H -0.98 -8.02 0.41  0.1177
115 H -0.78 -2.02 1.80  0.0907
116 H 6.07 -4.91 0.27  0.0572
117 H 2.75 2.53 -3.21  0.0831
118 H -4.99 0.11 6.60  0.0767
119 H 6.09 1.50 -6.68  0.1076
120 H -3.02 -1.60 -3.25  0.0809
121 H 5.79 -2.66 -3.21  0.0661
122 H -3.01 2.83 -6.65  0.1030
123 H -7.02 0.91 -0.44  0.1224
124 H -5.07 -8.04 -2.10  0.0746
125 H -6.73 -8.34 0.10  0.0739
126 H -4.17 -1.32 -4.53  0.0823
127 H -4.03 2.55 -1.12  0.0537
128 H 3.90 0.15 -1.94  0.0612
129 H 6.02 2.23 2.17  0.0993
130 H -3.02 0.43 -5.45  0.1338
131 H -1.38 2.32 -3.05  0.0807
132 H -4.61 7.35 -1.26  0.1281
133 H -2.84 2.02 -4.58  0.1032
134 H 5.78 2.22 -1.19  0.0487
135 H -3.45 0.64 1.49  0.0999
136 H -4.73 5.84 0.77  0.1079
137 H -3.66 -0.98 6.24  0.0806
138 H -5.01 7.31 1.77  0.1264
139 H 6.66 -2.99 2.33  0.0877
140 H -5.58 2.73 -7.17  0.1213
141 H -7.04 7.01 0.34  0.0660
142 H -4.70 2.74 5.79  0.0908
143 H -3.10 -5.06 -1.23  0.0679
144 H -1.79 -7.13 -0.90  0.1047
145 H 6.64 3.83 -5.65  0.1111
146 H -4.26 -4.00 -0.51  0.0766
147 H -5.54 4.60 -1.33  0.0764
148 H -2.65 0.75 3.68  0.0927
149 H 11.78 -0.23 -5.89  0.0944
150 H 4.57 -2.47 5.04  0.1201
151 H 1.19 -6.92 2.70  0.1307
152 H 2.05 0.15 -0.53  0.0715
153 H -1.49 6.50 2.15  0.0934
154 H 4.86 1.70 1.00  0.0570
155 H 6.07 -1.86 6.91  0.1181
156 H 4.09 -0.91 -3.29  0.0873
157 H 12.50 0.54 -4.48  0.0874
158 H 7.56 4.81 -3.75  0.0876
159 H 3.24 -0.08 0.73  0.0790
160 H 7.27 -2.61 -2.25  0.0613
161 H 6.87 -0.70 5.84  0.1233
162 H -1.23 4.55 7.51  0.0758
163 H -0.17 -6.77 3.71  0.1165
164 H -0.88 0.92 -2.22  0.0706
165 H 5.05 0.88 4.45  0.1129
166 H -3.12 4.42 -7.44  0.1238
167 H -2.38 2.26 -10.26  0.0890
168 H 6.48 4.79 -2.26  0.0795
169 H -3.40 2.96 4.64  0.0774
170 H -6.88 -0.91 -4.59  0.0795
171 H 1.64 -5.72 5.47  0.1205
172 H 3.78 -4.80 -0.95  0.1136
173 H -7.81 4.79 -3.59  0.1145
174 H 2.67 -7.76 5.83  0.0748
175 H -4.12 0.58 -0.02  0.0930
176 H -3.74 3.17 0.50  0.0820
177 H 5.50 0.33 6.88  0.0976
178 H 2.93 3.64 2.85  0.1006
179 H 4.94 -3.15 2.80  0.0784
180 H -2.60 -3.71 -0.15  0.0665
181 H 3.72 1.85 6.52  0.1202
182 H 7.47 2.51 -4.84  0.1091
183 H -5.01 1.86 -3.03  0.0463
184 H -7.15 8.11 -0.75  0.0617
185 H 8.20 0.84 -3.52  0.1044
186 H -1.25 2.57 9.12  0.0740
187 H -4.77 -1.36 -2.91  0.0675
188 H -1.15 2.44 4.00  0.1079
189 H -0.34 1.20 8.42  0.0805
190 H 7.96 0.27 1.20  0.1237
191 H 0.16 1.77 -3.49  0.0687
192 H 6.15 0.29 -4.74  0.1107
193 H 6.82 -4.07 -3.23  0.0865
194 H -0.23 1.03 3.90  0.0907
195 H 4.59 0.13 -5.53  0.1272
196 H -6.29 5.53 -3.56  0.1186
197 H -1.03 -4.70 4.24  0.0833
198 H -9.36 0.82 0.55  0.0685
199 H -8.96 -1.11 -1.65  0.1269
200 H 2.25 0.93 -3.65  0.0696
201 H -3.30 0.65 -2.44  0.1101
202 H -2.84 4.18 6.61  0.0690
203 H -4.87 3.12 -4.94  0.0638
204 H -5.79 0.55 -3.24  0.0424
205 H -2.78 -1.62 0.67  0.1005
206 H -2.68 -0.95 -0.97  0.0883
207 H 4.40 4.94 -3.21  0.0772
208 H -7.22 3.33 -5.48  0.1131
209 H -7.36 4.29 -1.30  0.0889
210 H -1.28 4.20 5.80  0.0668
211 H 8.35 2.04 1.27  0.1285
212 H 8.48 -0.83 -3.37  0.1094
213 H -6.16 -5.75 1.68  0.1001
214 H -5.99 -1.50 -0.46  0.0654
215 H 2.35 1.38 5.52  0.0968
216 H 4.71 2.41 -6.27  0.1037
217 H -3.65 0.89 8.40  0.0908
218 H -6.25 -0.96 1.24  0.0777
219 H -1.36 -5.47 0.79  0.1101
220 H -5.44 4.47 -7.44  0.1180
221 H -4.71 1.81 4.27  0.0862
222 H 3.76 4.11 -4.58  0.0549
223 H -0.74 0.32 0.12  0.0745
224 H 3.95 -6.05 5.26  0.0806
225 H -4.55 -4.15 2.24  0.0730
226 H -7.26 -2.07 0.37  0.0803
227 H 6.17 -3.05 5.10  0.1190
228 H -5.53 9.57 -1.10  0.0728
229 H 5.40 -2.90 -0.79  0.1034
230 H -5.70 -9.61 -0.27  0.0797
231 H -0.35 -3.32 3.43  0.0652
232 H 0.24 2.86 8.36  0.0806
233 H -5.54 9.47 0.57  0.0807
234 H -2.88 5.44 2.16  0.0692
235 H -1.92 -0.38 4.90  0.1161
236 H -8.04 -1.92 -4.05  0.0878
237 H -4.74 -0.42 4.98  0.0816
238 H -2.67 3.65 -0.84  0.0992
239 H -8.84 0.62 -1.82  0.1206
240 H -8.52 -0.16 -4.29  0.0969
241 H 3.39 1.92 2.67  0.0521
242 H -6.88 5.05 -5.86  0.1156
243 H 7.66 3.54 -2.62  0.0638
244 H -3.03 6.87 3.05  0.0858
245 H -6.25 3.12 -0.83  0.0642
246 H 3.69 -6.77 3.63  0.0835
247 H 1.96 2.27 3.36  0.0686
248 H 1.13 -8.05 5.54  0.0785
249 H -9.21 -0.66 0.79  0.0711
250 H 2.86 2.00 -4.88  0.0769
251 H 7.33 0.38 -1.56  0.0742
252 H 2.07 -3.35 -0.89  0.0914
253 H 2.72 1.61 0.22  0.0936
254 H -3.74 -6.92 -1.94  0.0634
255 H 1.28 -0.84 2.72  0.1184
256 H 3.45 -2.28 -0.59  0.0673
257 H -2.01 3.73 -9.41  0.0799
258 H 10.76 -0.72 -2.67  0.1271
259 H -3.96 9.51 -0.34  0.0838
260 H 7.43 -4.43 -0.52  0.0643
261 H -1.59 2.23 -8.63  0.0858
262 H 9.90 1.01 -0.47  0.1143
263 H 1.33 -1.64 1.05  0.1158
264 H -5.64 -8.86 1.36  0.0756
265 H 12.02 -1.12 -4.30  0.0862
266 H -0.09 1.04 6.35  0.1079
267 H 3.39 -5.12 3.84  0.0605
268 H 0.54 2.51 5.85  0.1158
269 H 4.57 -5.11 -2.56  0.1240
270 H -2.79 -4.00 2.40  0.0716
271 H 5.46 -1.89 1.70  0.0703

***

# 2
DFT (ωB97M-V with the def2-TZVPD basis set) results for a cluster of 10 separate species, C5H33N3O9 in total in a non-equilibrium geometry.

Output
Charge: +2
HOMO, Eh: -0.532
E_tot, a.u.: -1051.201884

Each line ends with the Löwdin charge.
Cartesian coordinates (Å):
1 O 2.40 2.46 3.72  -0.0404
2 O 1.97 -1.20 -1.95  -0.0447
3 O 0.05 4.63 1.65  -0.0258
4 O 1.93 -4.24 -2.54  -0.0448
5 O -0.36 -1.74 -3.10  -0.0333
6 O 0.13 -3.74 -0.54  -0.0680
7 O 0.17 2.00 -3.66  -0.0370
8 O -3.49 -0.68 -1.18  -0.0419
9 O 0.07 2.08 -1.03  -0.0620
10 N 1.71 -2.08 1.51  0.1167
11 N -0.27 -1.06 -0.48  0.2036
12 N 0.01 1.89 1.72  0.1851
13 C -1.41 1.44 1.42  -0.3094
14 C -2.33 2.20 2.39  -0.0160
15 C -0.33 -0.77 0.96  -0.2334
16 C 0.65 -1.26 1.74  -0.1313
17 C -1.56 -0.13 1.54  -0.0678
18 H 2.88 -4.39 -2.42  0.0756
19 H 0.31 5.38 2.21  0.0875
20 H 2.54 3.03 4.48  0.0560
21 H 1.59 -5.14 -2.42  0.0753
22 H 0.43 -1.76 -0.75  0.0649
23 H 0.52 -4.54 -0.18  0.0659
24 H -1.68 -0.44 2.57  0.1323
25 H -0.34 1.82 -1.87  0.0273
26 H -2.63 3.12 1.91  0.0913
27 H -1.17 -1.35 -0.88  0.1240
28 H 1.95 -2.72 2.25  0.1155
29 H -1.14 -1.18 -3.16  0.0535
30 H 1.84 -2.35 0.56  0.0611
31 H -0.04 -0.18 -0.94  0.1168
32 H -3.17 1.54 2.58  0.0897
33 H -2.49 -0.25 0.98  0.1037
34 H -0.72 -2.48 -3.60  0.0897
35 H -4.22 -0.69 -0.56  0.0563
36 H 1.82 -1.38 -2.87  0.0435
37 H 0.82 2.59 -1.35  0.0714
38 H 0.76 1.68 1.07  0.1368
39 H -0.53 1.66 -4.23  0.0678
40 H 0.51 4.85 0.83  0.0707
41 H -3.83 -0.62 -2.08  0.0516
42 H 0.00 2.91 1.74  0.0741
43 H 0.70 -3.65 -1.35  0.0023
44 H 2.35 1.53 3.94  0.0243
45 H 0.60 -0.95 2.78  0.1296
46 H 0.26 1.54 2.64  0.1356
47 H -0.12 2.92 -3.63  0.0711
48 H 2.91 -1.34 -1.78  0.0706
49 H -1.57 1.77 0.41  0.1178
50 H -1.91 2.51 3.35  0.0968

***

Per-record energy relative to the best compared isomer or geometry (same formula, charge and spin), eV: 1.475; 0.428
Per-record Kohn-Sham gap, eV: 8.268; 9.234